# 1
ORCA calculation (the ωB97M-V functional and the def2-TZVPD basis) on C4H12F2Na2O2S2 as an isolated structure at a distorted geometry.

ORCA input file:
```
! wB97M-V def2-TZVPD RIJCOSX def2/J DEFGRID3
* xyz 0 1
Na 30.88 -16.50 -25.71
Na 30.80 -18.83 -28.16
F 29.45 -18.25 -26.34
F 32.37 -17.91 -26.73
C 26.75 -18.79 -28.50
S 26.03 -19.19 -26.91
O 24.72 -19.79 -27.18
C 27.16 -20.51 -26.52
H 26.60 -19.61 -29.20
H 27.80 -18.60 -28.33
H 26.24 -17.91 -28.89
H 28.11 -20.06 -26.23
H 27.30 -21.18 -27.38
H 26.70 -21.09 -25.73
C 28.09 -18.86 -23.49
S 28.30 -19.85 -22.02
O 29.69 -20.34 -22.01
C 28.23 -18.51 -20.85
H 27.06 -18.49 -23.50
H 28.24 -19.49 -24.36
H 28.80 -18.03 -23.52
H 27.20 -18.19 -20.69
H 28.85 -17.67 -21.17
H 28.61 -18.91 -19.91
*
```

As for the strongest force on any atom: 1.60 eV Å⁻¹. Its LUMO energy is -0.800 eV.


# 2
ORCA calculation (the ωB97M-V functional and the def2-TZVPD basis) on C20H24F5NaO5SSe as an isolated structure at a distorted geometry.

ORCA input file:
```
! wB97M-V def2-TZVPD RIJCOSX def2/J DEFGRID3
* xyz -2 1
Na -0.21 0.37 0.56
C 1.41 -3.24 0.64
C 0.83 -3.33 1.91
C 1.09 -2.12 2.59
C 1.84 -1.30 1.74
C 2.05 -2.00 0.54
H 1.40 -4.02 -0.12
H 0.25 -4.16 2.30
H 0.81 -1.90 3.61
H 2.29 -0.35 2.00
H 2.69 -1.67 -0.27
C -3.15 1.93 -0.87
O -1.85 2.32 -1.27
C -1.52 1.92 -2.57
C -1.34 0.42 -2.75
O -0.25 -0.02 -1.97
C 0.09 -1.35 -2.30
H -3.89 2.26 -1.61
H -3.33 2.40 0.09
H -3.23 0.85 -0.74
H -0.57 2.41 -2.81
H -2.29 2.27 -3.28
H -1.15 0.22 -3.81
H -2.26 -0.11 -2.46
H 0.45 -1.40 -3.33
H -0.77 -2.02 -2.17
H 0.87 -1.65 -1.61
O -2.49 2.82 2.35
C -1.24 2.81 2.24
O -0.48 1.88 1.91
H -0.73 3.79 2.49
F 7.94 3.73 -1.37
C 6.71 3.30 -1.73
C 5.58 4.04 -1.40
F 5.74 5.19 -0.72
C 4.33 3.61 -1.79
F 3.29 4.37 -1.47
C 4.12 2.43 -2.54
Se 2.45 1.92 -3.16
C 5.29 1.70 -2.81
F 5.21 0.55 -3.50
C 6.55 2.12 -2.43
F 7.64 1.40 -2.76
O -1.96 -0.86 0.49
S -2.04 -1.49 1.84
C -2.79 -0.24 2.96
C -4.29 -0.46 3.10
C -4.71 -1.30 1.90
C -3.66 -2.39 1.81
H -2.57 0.73 2.50
H -2.25 -0.30 3.91
H -4.82 0.50 3.13
H -4.53 -1.00 4.02
H -4.66 -0.69 0.99
H -5.73 -1.70 1.99
H -3.69 -2.99 0.91
H -3.66 -3.03 2.70
*
```

As for the strongest force on any atom: 1.60 eV Å⁻¹. Its LUMO energy is 3.726 eV.


# 3
ORCA calculation (the ωB97M-V functional and the def2-TZVPD basis) on C37H32BF4OP2Tc as an isolated structure at a distorted geometry.

ORCA input file:
```
! wB97M-V def2-TZVPD RIJCOSX def2/J DEFGRID3
* xyz 3 4
Tc 0.03 0.19 -0.14
P 2.25 0.44 0.51
C -0.30 1.99 -0.04
O -0.52 3.13 0.03
P -2.11 -0.29 -0.92
C 2.74 2.07 1.16
C 3.48 0.17 -0.82
C 2.73 -0.71 1.84
C -3.23 -1.15 0.24
C -3.12 1.14 -1.45
C -2.04 -1.34 -2.41
C 3.15 2.26 2.49
C 3.50 3.53 2.94
C 3.44 4.62 2.08
C 3.03 4.45 0.76
C 2.68 3.18 0.30
H 3.21 1.41 3.16
H 3.82 3.66 3.97
H 3.72 5.61 2.44
H 2.98 5.29 0.08
H 2.36 3.04 -0.73
C 1.87 -0.83 2.94
C 2.20 -1.66 4.01
C 3.39 -2.39 3.98
C 4.24 -2.29 2.88
C 3.92 -1.45 1.82
H 0.93 -0.28 2.94
H 1.53 -1.75 4.86
H 3.65 -3.05 4.81
H 5.16 -2.86 2.85
H 4.58 -1.38 0.96
C 4.74 0.79 -0.77
C 5.67 0.56 -1.78
C 5.36 -0.29 -2.85
C 4.11 -0.90 -2.90
C 3.17 -0.68 -1.89
H 4.98 1.46 0.05
H 6.64 1.05 -1.74
H 6.08 -0.46 -3.64
H 3.86 -1.56 -3.72
H 2.20 -1.16 -1.92
C -3.50 1.34 -2.78
C -4.26 2.46 -3.13
C -4.64 3.38 -2.16
C -4.27 3.18 -0.83
C -3.51 2.07 -0.47
H -3.21 0.62 -3.54
H -4.54 2.60 -4.17
H -5.23 4.25 -2.44
H -4.56 3.90 -0.07
H -3.22 1.93 0.56
C -2.70 -1.96 1.25
C -3.56 -2.63 2.12
C -4.94 -2.51 1.99
C -5.47 -1.71 0.98
C -4.63 -1.03 0.11
H -1.63 -2.05 1.35
H -3.14 -3.26 2.91
H -5.60 -3.04 2.68
H -6.55 -1.60 0.88
H -5.05 -0.40 -0.67
C -2.99 -2.34 -2.67
C -2.90 -3.10 -3.84
C -1.86 -2.86 -4.75
C -0.92 -1.87 -4.49
C -1.00 -1.12 -3.32
H -3.79 -2.53 -1.96
H -3.63 -3.88 -4.03
H -1.79 -3.46 -5.65
H -0.11 -1.69 -5.19
H -0.26 -0.36 -3.09
H 0.04 -4.20 2.22
H 0.29 -4.48 1.58
F -0.71 0.30 1.55
B -1.42 0.52 2.83
F -1.30 -0.62 3.73
F -0.76 1.64 3.48
F -2.79 0.95 2.63
*
```

As for the strongest force on any atom: 6.28 eV Å⁻¹. Its LUMO energy (spin up / spin down) is -9.820 / -12.727 eV.


# 4
ORCA calculation (the ωB97M-V functional and the def2-TZVPD basis) on a 2-piece molecular cluster, C4H14NO overall at a distorted geometry.

ORCA input file:
```
! wB97M-V def2-TZVPD RIJCOSX def2/J DEFGRID3
* xyz 1 1
C -0.39 -0.05 1.70
C -0.95 0.09 0.30
N 0.11 0.55 -0.67
C 0.89 1.88 -0.49
C -1.84 -1.15 -0.24
H -1.16 -0.62 2.41
H -0.24 0.95 2.17
H 0.51 -0.72 1.61
H -1.74 0.95 0.34
H 0.84 -0.15 -0.75
H -0.24 0.64 -1.65
H 0.47 2.67 -1.11
H 0.58 2.32 0.58
H 1.96 1.63 -0.50
H -1.33 -2.07 -0.42
H -2.32 -0.95 -1.19
H -2.66 -1.29 0.47
H 2.86 -1.42 -0.27
H 2.60 -1.86 -1.52
O 2.05 -1.41 -0.79
*
```

As for the strongest force on any atom: 4.50 eV Å⁻¹. Its LUMO energy is -3.075 eV.


# 5
ORCA calculation (the ωB97M-V functional and the def2-TZVPD basis) on C21H31Cl5P2Sn as an isolated structure at a distorted geometry.

ORCA input file:
```
! wB97M-V def2-TZVPD RIJCOSX def2/J DEFGRID3
* xyz 0 1
P -0.96 4.00 -0.69
P -2.92 2.08 -2.62
C -2.37 4.66 -1.75
C -3.53 3.70 -1.96
H -1.88 4.96 -2.69
H -2.76 5.58 -1.27
H -4.03 3.47 -1.01
H -4.27 4.11 -2.66
C -2.01 2.59 -4.15
H -1.83 1.66 -4.73
H -1.05 3.08 -3.94
H -2.64 3.28 -4.74
C -4.45 1.40 -3.35
H -4.58 1.79 -4.37
H -5.35 1.65 -2.76
H -4.34 0.30 -3.40
C -0.12 5.65 -0.76
H 0.62 5.73 0.05
H -0.89 6.42 -0.61
H 0.37 5.81 -1.73
C -1.61 4.36 1.01
H -2.59 3.91 1.20
H -1.64 5.46 1.12
H -0.90 3.96 1.75
Sn -1.72 1.43 -0.58
C 1.72 3.60 -3.48
C 1.94 4.85 -3.89
C 2.96 5.84 -3.40
C 3.95 5.31 -2.33
C 3.29 5.13 -1.01
C 2.55 4.11 -0.54
C 2.44 2.74 -1.14
C 2.58 2.67 -2.67
C -1.72 1.17 1.60
H 0.73 3.14 -3.67
H 1.32 5.19 -4.73
H 2.42 6.73 -3.04
H 3.54 6.18 -4.28
H 4.42 4.41 -2.74
H 4.71 6.09 -2.19
H 3.42 6.00 -0.36
H 2.27 4.18 0.52
H 1.51 2.25 -0.82
H 3.25 2.12 -0.72
H 3.64 2.83 -2.90
H 2.33 1.65 -3.02
H -2.37 0.28 1.70
H -2.07 2.05 2.15
H -0.68 0.92 1.88
Cl 0.59 -0.45 -0.86
C -0.84 -1.49 -0.86
C -2.08 -0.90 -0.76
C -3.21 -1.73 -0.70
Cl -4.79 -1.06 -0.67
C -3.08 -3.15 -0.74
Cl -4.42 -4.19 -0.65
C -1.80 -3.73 -0.88
Cl -1.60 -5.42 -0.94
C -0.66 -2.89 -0.98
Cl 0.89 -3.56 -1.27
*
```

As for the strongest force on any atom: 3.09 eV Å⁻¹. Its LUMO energy (spin up / spin down) is -0.061 / -0.027 eV.


# 6
ORCA calculation (the ωB97M-V functional and the def2-TZVPD basis) on a 2-piece molecular cluster, C3H7NO2 overall.

ORCA input file:
```
! wB97M-V def2-TZVPD RIJCOSX def2/J DEFGRID3
* xyz 0 1
O -2.47 -0.93 0.22
C -1.32 -1.03 -0.13
C -0.17 -0.35 0.59
N 0.85 0.09 -0.32
C 2.18 -0.09 -0.04
O 2.59 -0.73 0.90
H -2.14 1.81 -0.35
H -1.04 -1.64 -1.01
H 0.31 -1.09 1.25
H -0.57 0.46 1.21
H -1.67 2.36 -0.52
H 0.61 0.75 -1.04
H 2.84 0.40 -0.77
*
```

As for the strongest force on any atom: 0.57 eV Å⁻¹. Its LUMO energy is 0.728 eV. Its SMILES is O=CCNC=O.[H][H].


# 7
ORCA calculation (the ωB97M-V functional and the def2-TZVPD basis) on one molecule with the formula C18H23N3O3S at a distorted geometry.

ORCA input file:
```
! wB97M-V def2-TZVPD RIJCOSX def2/J DEFGRID3
* xyz 0 1
C -3.36 3.64 -0.24
H -3.82 2.65 -0.30
C -2.06 3.67 -1.03
H -2.27 3.46 -2.08
H -1.63 4.67 -0.97
C -1.05 2.62 -0.52
N -0.05 2.32 -1.54
C -0.10 1.11 -2.14
O -0.98 0.30 -1.92
C 1.02 0.73 -3.10
H 0.80 -0.26 -3.49
H 1.14 1.43 -3.92
S 2.65 0.67 -2.24
C 2.09 0.04 -0.73
N 2.36 0.49 0.45
N 1.66 -0.27 1.32
C 1.00 -1.15 0.62
C 0.09 -2.15 1.11
C -0.02 -2.36 2.48
C -0.89 -3.32 2.97
C -1.67 -4.07 2.09
C -1.56 -3.84 0.72
C -0.70 -2.89 0.23
H -0.63 -2.70 -0.83
H -2.18 -4.43 0.06
O -2.55 -5.03 2.47
C -2.71 -5.32 3.84
H -1.78 -5.67 4.29
H -3.08 -4.44 4.38
H -3.46 -6.11 3.88
H -0.95 -3.47 4.04
H 0.59 -1.78 3.15
O 1.24 -1.01 -0.71
C 0.91 3.37 -1.79
H 1.61 3.08 -2.57
C 1.66 3.73 -0.51
C 0.67 4.13 0.57
C -0.34 3.01 0.78
H -1.09 3.31 1.52
H 0.18 2.14 1.17
H 0.16 5.06 0.28
H 1.20 4.32 1.51
H 2.36 4.54 -0.72
H 2.23 2.86 -0.17
H 0.36 4.25 -2.15
H -1.61 1.69 -0.36
H -3.19 3.87 0.81
H -4.06 4.36 -0.64
*
```

As for the strongest force on any atom: 1.59 eV Å⁻¹. Its LUMO energy is 0.526 eV. Its SMILES is CC[C@@H]1CCCCN1C(=O)CSc1nnc(-c2ccc(OC)cc2)o1.


# 8
ORCA calculation (the ωB97M-V functional and the def2-TZVPD basis) on C33H40BiClN5O10Se as an isolated structure at a distorted geometry.

ORCA input file:
```
! wB97M-V def2-TZVPD RIJCOSX def2/J DEFGRID3
* xyz -1 1
Bi 1.74 1.95 1.25
O 2.42 -0.39 3.33
C 3.77 -0.16 3.70
C 4.01 1.27 4.07
N 3.88 2.23 2.95
C 4.97 2.11 1.91
C 4.66 1.14 0.69
O 5.64 0.58 0.18
O 3.43 0.99 0.22
C 3.49 3.60 3.42
C 3.18 4.56 2.27
O 3.50 5.73 2.27
O 2.58 3.95 1.24
H 1.75 0.11 3.87
H 4.44 -0.52 2.86
H 3.99 -0.79 4.58
H 5.04 1.35 4.42
H 3.41 1.65 4.95
H 5.94 1.86 2.36
H 5.04 3.10 1.42
H 4.20 4.16 4.07
H 2.51 3.44 3.91
O -3.39 2.76 5.41
C -3.64 1.46 5.50
O -4.67 1.06 6.01
C -2.62 0.51 4.95
C -2.74 -0.88 4.83
Cl -3.96 -1.90 5.37
N -1.59 -1.37 4.26
N -0.68 -0.38 4.08
C -1.27 0.79 4.41
C -0.36 1.99 4.40
O -0.81 3.04 4.98
O 0.73 1.96 3.77
C -1.27 -2.66 3.85
C 0.09 -2.96 3.51
C 0.44 -4.20 2.99
C -0.57 -5.15 2.72
C -1.88 -4.85 2.95
C -2.21 -3.57 3.43
H -2.40 2.97 5.26
H 0.82 -2.18 3.70
H 1.52 -4.33 2.84
H -0.30 -6.17 2.34
H -2.59 -5.70 2.77
H -3.27 -3.38 3.52
C 0.94 -5.04 -2.58
C 0.32 -4.16 -3.68
C 1.12 -2.94 -4.18
C 1.17 -1.81 -3.17
N 0.06 -0.82 -3.37
C -0.79 -0.36 -2.38
Se -0.81 -0.74 -0.58
N -1.53 0.70 -2.90
C -2.78 1.26 -2.31
C -3.96 0.34 -2.46
C -4.81 0.66 -3.75
C -5.80 1.86 -3.51
C -1.09 0.97 -4.17
C -1.44 2.00 -5.04
C -0.78 2.01 -6.26
C 0.15 1.04 -6.62
C 0.48 -0.03 -5.78
C -0.11 0.01 -4.51
H 0.30 -5.83 -2.26
H 1.22 -4.44 -1.71
H 1.88 -5.51 -2.92
H -0.70 -3.90 -3.43
H 0.14 -4.79 -4.55
H 0.70 -2.64 -5.16
H 2.11 -3.30 -4.38
H 2.15 -1.28 -3.22
H 0.98 -2.17 -2.14
H -2.91 2.26 -2.68
H -2.51 1.41 -1.25
H -4.54 0.47 -1.52
H -3.62 -0.67 -2.35
H -5.37 -0.25 -4.03
H -4.08 0.88 -4.54
H -6.51 1.64 -2.68
H -6.25 2.09 -4.49
H -5.32 2.82 -3.27
H -2.04 2.88 -4.71
H -1.15 2.72 -7.02
H 0.62 1.05 -7.62
H 1.24 -0.75 -6.06
C 1.31 2.71 -1.75
O 0.79 2.56 -0.46
H 1.16 1.75 -2.28
H 2.34 3.12 -1.80
H 0.72 3.45 -2.26
*
```

As for the strongest force on any atom: 3.26 eV Å⁻¹. Its LUMO energy is 2.129 eV.